[1]
The following is a quantum chemistry calculation of 9 unconnected molecules or ions with the total composition C20H54F6N2O22PS6, from the Open Molecules 2025 dataset.

## Properties
* M: 1012.008 g mol⁻¹
* HOMO energy: -7.934 eV
* total charge: -1
* E_LUMO: 1.98 eV

Structure (XYZ):
```
111
C20H54F6N2O22PS6 (ωB97M-V/def2-TZVPD)
P 0.8311 0.1032 1.0627
F 2.1470 0.7980 0.3501
F 1.2957 0.6844 2.5724
F 0.0214 1.5078 0.8736
F -0.5400 -0.5006 1.6595
F 0.2443 -0.2686 -0.3449
F 1.5369 -1.3915 1.2096
C 1.0716 -3.1855 4.2795
N 1.1201 -4.6645 4.3122
O 0.2911 -5.2283 3.6416
O 2.0948 -5.2480 4.7982
H 0.1296 -2.9818 4.7886
H 0.8875 -3.0203 3.2179
H 1.9801 -2.6571 4.5684
C -3.3461 -1.2713 4.4164
N -3.1426 -2.7241 4.5070
O -2.3424 -3.3181 3.8494
O -3.9955 -3.3156 5.0517
H -2.5890 -0.7734 3.8106
H -3.1773 -0.8850 5.4216
H -4.2977 -1.2295 3.8865
O 2.9486 -4.3170 -2.7551
S 2.3743 -3.3086 -1.8103
O 1.2839 -2.4914 -2.2552
O 2.0406 -4.2100 -0.3765
C 2.9997 -5.2159 0.0096
C 3.0096 -5.2069 1.5195
C 3.6749 -2.1897 -1.2743
H 4.0242 -4.9314 -0.2305
H 2.7223 -6.1862 -0.4021
H 2.0402 -5.6949 1.6209
H 3.0983 -4.2379 2.0106
H 3.8105 -5.7397 2.0322
H 3.9995 -1.5682 -2.1089
H 4.5300 -2.7268 -0.8640
H 3.1954 -1.5955 -0.4964
O 0.6903 0.0324 -2.8492
S 1.6981 1.0998 -3.0037
O 3.1239 0.7478 -2.9480
O 1.4594 1.7194 -4.5512
C 2.4416 2.5764 -5.0213
C 2.3797 2.8354 -6.4656
C 1.1187 2.5958 -2.0215
H 3.3939 2.0592 -4.9037
H 2.3921 3.5408 -4.5157
H 2.3272 1.9578 -7.1099
H 3.2436 3.4372 -6.7479
H 1.5497 3.4990 -6.7079
H 0.3073 2.4334 -1.3121
H 0.8291 3.3823 -2.7184
H 1.8772 3.0082 -1.3561
O -1.8074 -0.2333 -2.3450
S -2.7117 0.8862 -1.9832
O -2.2484 2.2809 -1.9565
O -4.0942 0.8959 -2.9254
C -5.3427 1.5555 -2.5576
C -6.1306 1.8661 -3.9306
C -3.5243 0.5505 -0.3400
H -5.2651 2.4198 -1.8980
H -5.9338 0.8109 -2.0243
H -5.9878 1.0762 -4.6680
H -5.6731 2.8207 -4.1904
H -7.1769 2.1381 -3.7916
H -3.9316 1.5017 0.0027
H -2.7819 0.0295 0.2645
H -4.3654 -0.1187 -0.5212
O 3.9026 4.2909 -2.2970
S 4.6279 4.1809 -1.0328
O 5.6786 5.1783 -0.8184
O 3.5707 4.1848 0.2121
C 4.0766 4.0528 1.5416
C 2.9433 3.3963 2.3157
C 5.2862 2.4540 -0.9530
H 4.3885 4.9535 2.0702
H 5.0097 3.4916 1.5906
H 2.0254 3.4337 1.7291
H 2.8112 3.8953 3.2757
H 3.1198 2.3207 2.3076
H 4.5004 1.7034 -0.8686
H 6.0244 2.2926 -0.1674
H 5.7859 2.2701 -1.9041
O -1.1446 -2.8113 -1.3419
S -1.9036 -3.3266 -0.1599
O -2.8007 -2.4744 0.6376
O -2.5959 -4.7837 -0.5033
C -3.4437 -5.4173 0.3157
C -3.2610 -6.8876 0.1152
C -0.7165 -4.0484 1.0612
H -4.4787 -5.2043 0.0483
H -3.3021 -5.2376 1.3814
H -4.0090 -7.5100 0.6063
H -2.2527 -7.2686 0.2771
H -3.5074 -7.0765 -0.9297
H -1.2219 -4.1701 2.0192
H -0.0260 -3.2113 1.1637
H -0.4318 -5.0310 0.6849
O -3.3833 5.1218 3.7121
S -3.1197 4.4673 2.4375
O -4.2785 4.2781 1.5312
O -1.8931 5.3730 1.7033
C -1.7073 5.1398 0.3567
C -0.3774 5.7799 0.0627
C -2.0259 2.9245 2.5744
H -2.5321 5.5361 -0.2355
H -1.6483 4.0597 0.2221
H -0.2332 6.7576 0.5224
H -0.2410 5.8337 -1.0174
H 0.3931 5.1815 0.5489
H -2.3475 2.1977 3.3204
H -0.9810 3.1761 2.7561
H -2.1099 2.3177 1.6729
```

---

[2]
The following is a quantum chemistry calculation of a molecular structure, C20H55F4MnN7O13S4, from the Open Molecules 2025 dataset.

## Properties
* M: 860.894 g mol⁻¹
* HOMO energy (alpha / beta): -9.752 / -9.909 eV
* spin multiplicity: 6
* E_LUMO (alpha / beta): -0.06 / -0.22 eV

Structure (XYZ):
```
104
C20H55F4MnN7O13S4 (ωB97M-V/def2-TZVPD)
Mn 12.1267 -18.9685 -2.4887
N 11.9961 -20.2888 -4.0564
S 12.9545 -21.2941 -4.6732
O 13.4854 -21.0892 -6.0222
O 12.8143 -22.6722 -4.2116
F 14.1685 -20.6077 -3.8047
S 10.5588 -20.8987 -4.7039
O 9.6637 -21.5732 -3.7735
O 10.5877 -21.3499 -6.0870
F 9.8978 -19.4428 -4.8505
N 13.6690 -18.4539 -1.3287
S 14.9952 -17.7847 -1.6523
O 16.2205 -18.4925 -1.8922
O 15.0361 -16.4129 -1.1782
F 14.5610 -17.5985 -3.1778
S 14.2855 -19.1584 0.1393
O 14.8916 -18.2774 1.1482
O 14.7843 -20.5195 0.0155
F 12.8671 -19.4108 0.7984
C 15.3544 -18.2721 -6.9553
C 14.4055 -17.2103 -7.4941
C 12.9598 -17.6084 -7.8955
O 12.8047 -18.3065 -9.1529
C 11.4645 -18.7171 -9.3571
N 14.3445 -16.2281 -6.3720
H 15.6647 -18.9600 -7.7419
H 14.9807 -18.7891 -6.0715
H 16.2401 -17.7092 -6.6605
H 14.9206 -16.6812 -8.2959
H 12.3144 -16.7334 -7.9727
H 12.6520 -18.2524 -7.0717
H 11.0203 -19.3560 -8.5939
H 11.4146 -19.1415 -10.3598
H 10.7376 -17.9051 -9.3391
H 15.3127 -16.0082 -6.1863
H 13.9245 -15.4352 -6.8356
C 5.7591 -17.5676 -2.4561
C 6.7993 -16.9326 -3.3047
C 7.5037 -15.6444 -2.8232
O 6.6486 -14.4420 -2.7859
C 6.4292 -13.7589 -4.0397
N 7.7865 -17.9118 -3.6906
H 4.9563 -16.8622 -2.2414
H 6.2279 -17.8735 -1.5209
H 5.4449 -18.5289 -2.8626
H 6.2132 -16.7006 -4.1939
H 8.3580 -15.3854 -3.4487
H 7.9908 -15.8562 -1.8713
H 5.8125 -12.8710 -3.9000
H 5.9198 -14.4825 -4.6761
H 7.3567 -13.3964 -4.4828
H 7.1794 -18.6073 -4.1003
H 8.3337 -17.5762 -4.4704
C 8.7790 -18.5666 0.1738
C 10.0511 -18.8759 -0.5048
C 10.2822 -20.3850 -0.5927
O 11.6198 -20.4988 -1.1235
C 12.0280 -21.8530 -1.2337
N 10.2034 -18.2632 -1.7780
H 8.0086 -18.4426 -0.5873
H 8.7166 -17.6511 0.7621
H 8.4984 -19.4008 0.8168
H 10.8010 -18.4969 0.1895
H 9.5854 -20.7982 -1.3219
H 10.1592 -20.8953 0.3626
H 12.8648 -21.8926 -1.9310
H 11.3170 -22.5561 -1.6676
H 12.4096 -22.2786 -0.3056
H 10.1619 -17.2966 -1.4880
H 9.3807 -18.3197 -2.3611
C 12.6395 -14.7970 -3.8092
C 11.5007 -15.7597 -4.1632
C 10.7023 -15.5530 -5.5387
O 9.6379 -16.5090 -5.5456
C 8.9920 -16.6422 -6.8497
N 12.0041 -17.1033 -4.1683
H 13.4199 -15.2596 -3.2049
H 12.3135 -13.8864 -3.3066
H 13.1038 -14.4920 -4.7470
H 10.7304 -15.7335 -3.3924
H 11.3166 -15.5891 -6.4384
H 10.0892 -14.6535 -5.4835
H 8.4258 -17.5736 -6.8456
H 9.6914 -16.7785 -7.6746
H 8.2910 -15.8184 -6.9838
H 11.3464 -17.5324 -4.8035
H 12.8770 -16.9955 -4.6648
C 12.5801 -14.6056 -0.1707
C 11.6885 -15.7364 0.0434
C 11.3081 -15.9311 1.5417
O 10.7279 -14.6677 2.0416
C 10.1723 -14.7938 3.3304
N 10.5373 -15.4072 -0.7129
H 13.4703 -14.6329 0.4577
H 12.1494 -13.6734 0.1949
H 12.9495 -14.4650 -1.1865
H 12.1611 -16.6257 -0.3736
H 12.1779 -16.2501 2.1160
H 10.6971 -16.8279 1.6444
H 9.9242 -13.8262 3.7667
H 10.9531 -15.2415 3.9452
H 9.3468 -15.5056 3.3369
H 10.8483 -14.8815 -1.5173
H 10.1850 -14.7456 -0.0360
```

---

[3]
The following is a quantum chemistry calculation of 5 unconnected molecules or ions with the total composition C20H55N5O5, from the Open Molecules 2025 dataset.

## Properties
* M: 445.690 g mol⁻¹
* HOMO energy (alpha / beta): 1.007 / -6.102 eV
* total charge: -1
* spin multiplicity: 2
* E_LUMO (alpha / beta): 2.63 / 2.65 eV
* ΔE to the lowest compared entry with this formula, charge and spin: 4.7 kcal per mole

Structure (XYZ):
```
85
C20H55N5O5 (ωB97M-V/def2-TZVPD)
C 2.4569 -0.0299 -3.4869
C 1.4891 0.4577 -2.3913
C -0.0114 0.1635 -2.6255
O -0.6254 1.1806 -1.7778
C -2.0295 1.0772 -1.7936
N 1.9285 0.0243 -1.0463
H 2.3946 -1.1181 -3.4895
H 3.4478 0.3641 -3.2611
H 2.1207 0.1118 -4.5140
H 1.6304 1.5384 -2.3746
H -0.0308 -0.9011 -2.3924
H -0.3547 0.2376 -3.6574
H -2.5303 1.4034 -2.7052
H -2.2973 1.7873 -1.0113
H -2.2226 0.0694 -1.4259
H 1.3777 0.4175 -0.2965
H 1.8254 -0.9763 -1.1362
C 4.5387 1.9378 0.3182
C 5.4160 1.6097 1.4612
C 6.6065 2.6459 1.5620
O 7.3251 2.8215 0.4067
C 8.4840 3.5086 0.5996
N 4.5799 1.5540 2.6686
H 4.9837 1.8873 -0.6755
H 4.1651 2.9573 0.4148
H 3.6798 1.2725 0.4062
H 5.6821 0.5543 1.4022
H 7.2835 2.4225 2.3866
H 6.2094 3.6074 1.8875
H 9.0805 3.3249 -0.2940
H 9.1372 3.0805 1.3600
H 8.3558 4.5729 0.7966
H 4.1108 0.6730 2.5134
H 3.9005 2.2997 2.7180
C -5.5708 2.4092 0.8539
C -5.3546 3.1199 -0.4250
C -6.0709 2.4901 -1.6312
O -5.3601 1.3578 -2.0419
C -5.9667 0.8701 -3.2211
N -5.4893 4.5476 -0.2601
H -5.2149 1.3944 0.6762
H -6.6029 2.4118 1.2043
H -4.9345 2.7979 1.6489
H -4.2938 3.0427 -0.6633
H -6.2354 3.2682 -2.3766
H -7.0963 2.2157 -1.3836
H -7.0364 0.6810 -3.1310
H -5.3681 0.0159 -3.5376
H -5.6722 1.6653 -3.9060
H -5.0813 4.9617 -1.0861
H -6.4722 4.7534 -0.1522
C 2.1719 -4.4496 -2.0141
C 1.1474 -4.0151 -1.0429
C 0.8894 -5.0354 0.1255
O 0.5919 -6.3108 -0.4123
C 0.3549 -7.3233 0.6338
N 1.4583 -2.7061 -0.5718
H 1.7085 -5.2808 -2.5457
H 3.1087 -4.7714 -1.5592
H 2.3922 -3.5966 -2.6560
H 0.2257 -3.7632 -1.5674
H 0.0940 -4.7013 0.7917
H 1.8737 -5.1121 0.5876
H 0.0884 -8.2798 0.1842
H -0.4247 -6.9889 1.3183
H 1.1779 -7.5606 1.3079
H 0.7084 -2.4186 0.0406
H 2.2742 -2.8132 0.0138
C -2.2530 -2.3507 1.8834
C -2.4158 -0.8059 1.8901
C -2.1376 -0.1954 3.3145
O -1.9562 1.1472 3.1394
C -1.8296 1.9746 4.2748
N -1.3467 -0.3605 1.0565
H -1.3864 -2.7561 2.4057
H -2.2006 -2.9092 0.9489
H -3.0959 -2.6227 2.5187
H -3.3798 -0.3968 1.5875
H -1.2591 -0.6704 3.7512
H -2.9514 -0.3633 4.0199
H -1.5774 2.9988 3.9997
H -1.1388 1.6133 5.0366
H -2.8494 1.9302 4.6570
H -0.6655 0.2201 1.5246
H -1.6853 0.1339 0.2435
```

---

[4]
The following is a quantum chemistry calculation of 6 unconnected molecules or ions with the total composition C20H55N7O9, from the Open Molecules 2025 dataset.

## Properties
* M: 537.700 g mol⁻¹
* HOMO energy: -8.430 eV
* structure (SMILES): COCCNCCOC.COCCNCCOC.COCCNCCOC.NC(N)=O.NC(N)=O.O
* E_LUMO: 0.49 eV
* ΔE to the lowest compared entry with this formula, charge and spin: 116.3 kcal per mole

Structure (XYZ):
```
91
C20H55N7O9 (ωB97M-V/def2-TZVPD)
C -3.0878 4.3364 1.8168
O -3.0961 5.4926 1.4579
N -3.3494 3.9396 3.0081
N -2.6637 3.4302 1.0659
H -3.5147 4.6232 3.7329
H -3.3489 2.9524 3.2218
H -2.8144 2.5064 1.4453
H -2.0874 3.6083 0.2558
C 0.7638 4.8369 -0.3495
O -0.3823 4.2783 -0.5277
N 1.8698 4.2164 0.0747
N 0.8671 6.0759 -0.3079
H 1.7947 3.2095 0.0518
H 2.6628 4.8271 0.2104
H 1.6341 6.3328 0.2969
H 0.1655 6.7311 -0.6220
C -0.0226 -0.9764 4.9013
O -0.9784 -1.2567 3.8893
C -0.5666 -2.1563 2.9451
C -1.5967 -2.2251 1.7552
N -1.3052 -1.3460 0.6196
C -2.4203 -1.4437 -0.3552
C -2.8607 -0.0410 -0.9477
O -4.0428 0.4856 -0.1931
C -5.2496 0.0090 -0.5843
H 0.9960 -0.7114 4.6180
H 0.0414 -1.8950 5.4845
H -0.3651 -0.1921 5.5763
H -0.5248 -3.1148 3.4625
H 0.3958 -1.7856 2.5924
H -2.5169 -1.9822 2.2864
H -1.6522 -3.2600 1.4174
H -0.5463 -1.7693 0.1048
H -3.3122 -1.8105 0.1529
H -2.0566 -2.1649 -1.0871
H -3.0109 -0.1362 -2.0231
H -2.0411 0.6402 -0.7189
H -6.0636 0.0938 0.1357
H -5.1389 -0.9998 -0.9820
H -5.4743 0.6555 -1.4327
C 3.9702 0.5988 1.0127
O 4.4639 -0.6136 1.6366
C 3.8897 -0.7665 2.9642
C 3.4148 -2.1603 3.2164
N 4.5849 -3.0720 3.3032
C 4.8956 -3.5959 4.6252
C 5.8187 -2.8712 5.5498
O 5.2757 -1.5922 5.9114
C 6.2574 -0.9373 6.7011
H 2.8813 0.5797 1.0566
H 4.0376 0.7519 -0.0644
H 4.4374 1.5302 1.3328
H 3.0598 -0.0746 3.1074
H 4.6876 -0.4797 3.6492
H 2.8282 -2.5313 2.3759
H 2.7696 -2.1591 4.0949
H 5.4051 -2.5367 3.0566
H 5.3649 -4.5655 4.4587
H 4.0346 -4.0607 5.1056
H 6.7763 -2.6111 5.0987
H 5.9219 -3.5055 6.4303
H 6.7456 -1.4778 7.5121
H 6.0666 0.0427 7.1385
H 7.0281 -0.7195 5.9618
C -3.2283 -4.7975 -6.7841
O -3.7234 -3.4104 -6.5063
C -2.7055 -2.3905 -6.4533
C -3.0270 -0.9148 -6.9215
N -2.0113 -0.0095 -6.4884
C -2.1197 1.3706 -6.7694
C -1.3351 2.1525 -5.6522
O -1.7405 1.8424 -4.2682
C -0.7935 2.2562 -3.2740
H -2.9443 -4.8498 -7.8351
H -3.9976 -5.5558 -6.6381
H -2.4475 -5.0361 -6.0619
H -1.8025 -2.7284 -6.9617
H -2.5351 -2.3115 -5.3796
H -3.9812 -0.6282 -6.4794
H -3.1978 -1.0035 -7.9944
H -1.6981 -0.1291 -5.5356
H -3.1510 1.7137 -6.6869
H -1.7393 1.7722 -7.7087
H -1.4123 3.2238 -5.8380
H -0.2671 1.9397 -5.6984
H -1.2763 2.1476 -2.3028
H -0.3838 3.2565 -3.4140
H 0.1019 1.6611 -3.4539
O 0.8134 1.3111 -0.3892
H -0.0848 1.5064 -0.1220
H 0.9721 0.4239 -0.0667
```

---

[5]
The following is a quantum chemistry calculation of 9 unconnected molecules or ions with the total composition C20H56N13O10, from the Open Molecules 2025 dataset.

## Properties
* M: 638.749 g mol⁻¹
* HOMO energy: -3.725 eV
* total charge: -1
* E_LUMO: 2.07 eV

Structure (XYZ):
```
99
C20H56N13O10 (ωB97M-V/def2-TZVPD)
C 0.3590 0.1769 -0.1678
C 1.2642 0.5400 -1.3462
C 2.6507 -0.0386 -1.1016
O 0.8251 0.3636 -2.6557
H 0.0446 -0.8668 -0.1680
H -0.5990 0.6646 -0.3478
H 0.8081 0.5186 0.7648
H 1.3911 1.6211 -1.2891
H 3.4306 0.2265 -1.8155
H 2.6845 -1.1255 -1.1764
H 2.9880 0.1928 -0.0913
C -3.2644 -0.5703 6.3703
C -3.0571 -0.0756 4.9115
C -1.6323 0.6212 4.9026
C -1.0204 0.7556 3.5134
C -0.7092 -0.7401 3.0397
C -2.0841 -1.4503 2.7784
N -2.9218 -1.2988 4.0359
O -3.9924 -2.0443 3.9381
C -2.6113 -0.9483 1.4211
C -1.5465 -2.9298 2.5363
C -4.2312 0.8448 4.4559
H -3.0727 0.1199 7.1918
H -2.4277 -1.2502 6.5306
H -4.1144 -1.2501 6.4292
H -1.7288 1.6338 5.2942
H -0.8705 0.0580 5.4417
H -0.1386 1.3796 3.3678
H -1.8110 1.1505 2.8754
H -0.0967 -1.2016 3.8143
H -0.0337 -0.6988 2.1853
H -2.9114 0.0960 1.3346
H -1.9792 -1.1842 0.5650
H -3.3859 -1.5295 0.9207
H -0.5670 -2.9519 2.0584
H -1.3532 -3.3966 3.5021
H -2.2855 -3.4120 1.8964
H -5.2005 0.3616 4.5796
H -4.0283 1.3011 3.4871
H -4.2547 1.7814 5.0130
H -4.6287 -1.3774 3.6700
C -1.2806 3.7788 -6.0983
C -1.8286 2.4729 -5.5669
O -0.7755 1.6035 -5.1195
O -0.0322 4.1295 -5.5898
H -2.0281 4.5721 -6.1016
H -0.9206 3.5336 -7.0975
H -2.4139 1.8946 -6.2818
H -2.4834 2.6763 -4.7196
H -1.1032 0.8220 -4.6683
H 0.1188 4.9842 -6.0000
C 3.3456 -2.6292 1.2605
O 2.2235 -3.1272 1.3026
N 4.3422 -3.0538 0.5274
N 3.6708 -1.6500 2.0185
H 4.0519 -3.8325 -0.0465
H 5.2684 -2.7215 0.7548
H 4.5924 -1.2569 2.1457
H 2.9115 -1.2392 2.5428
C 2.9923 4.3567 1.7722
O 4.1609 4.2205 2.0837
N 2.2032 5.3292 2.1847
N 2.3121 3.3724 1.3456
H 1.2647 5.4598 1.8351
H 2.7507 6.0954 2.5497
H 1.7768 3.5645 0.5109
H 2.9247 2.5694 1.3442
C -1.5315 3.6604 1.0863
O -0.6893 3.8738 1.9417
N -1.6707 2.5135 0.4815
N -2.6248 4.3519 1.0106
H -2.5413 2.4715 -0.0288
H -0.9800 1.7917 0.6298
H -3.3105 3.9948 0.3607
H -2.4683 5.3120 1.2823
C 0.5982 -4.4249 -1.5030
O 0.1694 -4.9135 -2.5014
N 0.4886 -3.1332 -1.2810
N 1.1399 -4.9870 -0.4528
H 1.0100 -2.6699 -0.5505
H -0.1079 -2.6240 -1.9174
H 0.9959 -5.9810 -0.3467
H 1.3719 -4.3684 0.3111
C 4.4401 -1.1403 -4.3087
O 3.9384 -0.0087 -4.3995
N 5.2654 -1.7325 -5.1289
N 4.2366 -1.8763 -3.2554
H 5.5956 -1.1912 -5.9150
H 5.6949 -2.5475 -4.7150
H 4.5786 -2.8252 -3.2039
H 3.7642 -1.3804 -2.5130
C -1.6209 -1.7362 -4.4707
O -2.4535 -2.1728 -5.2257
N -1.6436 -0.5855 -3.8469
N -0.4178 -2.2559 -4.6423
H -2.5326 -0.1504 -3.6456
H -0.7769 -0.2886 -3.4217
H 0.4071 -1.8760 -4.2003
H -0.2573 -3.0928 -5.1844
```

---

Question: M of number 2 (C20H55F4MnN7O13S4)?
Answer: 860.894 g mol⁻¹